(1)
A cluster of 2 separate species, C4H9S in total at a distorted geometry. Source: OMol25; level of theory: ωB97M-V with the def2-TZVPD basis set.

- HOMO-LUMO gap (eV) = 5.86
- E_LUMO (eV) = 3.8
- energy relative to the best compared isomer or geometry (same formula, charge and spin) (kJ/mol) = 82.2
- max |F| (eV Å⁻¹) = 1.04
- net charge = -1

CARTESIAN COORDINATES (ANGSTROEM)
C1 3.052 -1.370 -0.605
S1 2.250 -0.203 -1.793
H1 2.232 -1.734 0.012
H2 3.835 -0.929 0.009
H3 3.506 -2.210 -1.129
C2 -0.799 1.457 0.493
C3 -2.002 0.613 0.865
C4 -2.563 -0.226 0.012
H4 -0.961 1.947 -0.464
H5 0.049 0.793 0.307
H6 -0.562 2.162 1.288
H7 -2.441 0.745 1.850
H8 -3.520 -0.713 0.113
H9 -2.075 -0.332 -0.959



(2)
The molecule C8H10 at a distorted geometry. Source: OMol25; level of theory: ωB97M-V with the def2-TZVPD basis set.

- HOMO-LUMO gap (eV) = 9.57
- E_LUMO (eV) = 1.0
- SMILES = C1#CCCCC/C=C\1
- energy relative to the best compared isomer or geometry (same formula, charge and spin) (kJ/mol) = 356.2
- max |F| (eV Å⁻¹) = 8.21

CARTESIAN COORDINATES (ANGSTROEM)
C1 0.788 -1.669 1.596
C2 0.544 -1.013 2.504
C3 0.181 0.362 2.806
C4 -0.980 0.755 1.813
C5 -0.482 0.759 0.345
C6 -0.845 -0.349 -0.646
C7 -0.051 -1.683 -0.680
C8 0.757 -2.291 0.304
H1 1.125 0.907 2.682
H2 -0.160 0.477 3.803
H3 -1.416 1.739 2.104
H4 -1.813 0.044 1.957
H5 0.628 0.999 0.273
H6 -1.081 1.641 -0.056
H7 -0.680 0.008 -1.651
H8 -1.905 -0.646 -0.604
H9 0.000 -2.221 -1.616
H10 1.203 -3.259 0.069



(3)
A cluster of 3 separate species, C11H24N2O5 in total at a distorted geometry. Source: OMol25; level of theory: ωB97M-V with the def2-TZVPD basis set.

- HOMO-LUMO gap (eV) = 9.48
- E_LUMO (eV) = 0.3
- SMILES = COC[C@@H](C)N.COC[C@@H](C)N.C#COC(=O)O
- energy relative to the best compared isomer or geometry (same formula, charge and spin) (kJ/mol) = 206.6
- max |F| (eV Å⁻¹) = 1.14

CARTESIAN COORDINATES (ANGSTROEM)
C1 4.976 -1.584 2.311
O1 4.059 -1.032 1.383
C2 4.551 -0.894 0.063
C3 4.542 -2.186 -0.771
C4 5.648 -3.169 -0.400
N1 3.250 -2.874 -0.694
H1 6.002 -1.266 2.107
H2 4.914 -2.675 2.317
H3 4.694 -1.233 3.303
H4 3.878 -0.180 -0.420
H5 5.547 -0.431 0.072
H6 4.707 -1.892 -1.812
H7 5.423 -3.726 0.509
H8 5.778 -3.904 -1.196
H9 6.603 -2.657 -0.261
H10 2.525 -2.256 -1.049
H11 3.020 -2.978 0.291
C5 -6.906 0.999 0.204
O2 -6.130 1.819 1.058
C6 -4.863 1.289 1.407
C7 -3.774 1.452 0.334
C8 -3.906 0.492 -0.838
N2 -3.709 2.823 -0.172
H12 -6.763 -0.063 0.420
H13 -6.679 1.204 -0.845
H14 -7.955 1.249 0.368
H15 -4.550 1.852 2.290
H16 -4.960 0.242 1.721
H17 -2.816 1.231 0.815
H18 -4.673 0.779 -1.559
H19 -2.962 0.458 -1.380
H20 -4.130 -0.519 -0.491
H21 -3.492 3.443 0.605
H22 -4.642 3.113 -0.454
C9 -0.285 3.477 -0.658
C10 0.416 2.543 -0.448
O3 1.108 1.439 -0.270
C11 0.499 0.461 -1.077
O4 -0.535 -0.021 -0.829
O5 1.248 0.137 -2.148
H23 -0.997 4.102 -1.127
H24 1.340 0.940 -2.678



(4)
The molecule C6H16N2 at a distorted geometry. Source: OMol25; level of theory: ωB97M-V with the def2-TZVPD basis set.

- HOMO-LUMO gap (eV) = 9.68
- E_LUMO (eV) = 1.2
- SMILES = CCCNC[C@@H](C)N
- energy relative to the best compared isomer or geometry (same formula, charge and spin) (kJ/mol) = 125.9
- max |F| (eV Å⁻¹) = 2.75

CARTESIAN COORDINATES (ANGSTROEM)
C1 1.885 -0.973 -2.647
C2 2.487 0.005 -1.620
C3 1.388 0.758 -0.866
N1 0.747 -0.054 0.150
C4 -0.722 -0.042 0.103
C5 -1.362 -0.003 1.481
C6 -1.852 1.349 1.951
N2 -2.483 -0.951 1.608
H1 1.307 -0.425 -3.390
H2 2.684 -1.413 -3.255
H3 1.278 -1.768 -2.213
H4 3.076 0.693 -2.237
H5 3.196 -0.519 -0.975
H6 1.809 1.699 -0.480
H7 0.777 1.220 -1.667
H8 1.187 -0.962 0.103
H9 -1.143 0.750 -0.519
H10 -1.046 -0.947 -0.410
H11 -0.625 -0.338 2.236
H12 -2.694 1.528 1.259
H13 -1.149 2.168 1.815
H14 -2.167 1.467 2.988
H15 -2.298 -1.931 1.464
H16 -3.177 -0.600 2.242



(5)
A cluster of 3 separate species, C14H30ClFO4Si in total at a distorted geometry. Source: OMol25; level of theory: ωB97M-V with the def2-TZVPD basis set.

- HOMO-LUMO gap (eV) = 10.27
- E_LUMO (eV) = 0.5
- SMILES = C[C@@H](Cl)C[SiH2]CCCF.CCOC(C)=O.CCOC(C)=O
- max |F| (eV Å⁻¹) = 2.95

CARTESIAN COORDINATES (ANGSTROEM)
C1 -0.123 -0.902 6.624
C2 -1.501 -1.317 5.820
Cl1 -2.483 -2.673 6.644
C3 -2.551 -0.024 5.672
Si1 -1.705 1.142 4.341
C4 -2.084 0.274 2.621
C5 -0.736 0.061 1.711
C6 -0.330 -1.508 1.437
F1 0.510 -2.109 2.519
H1 -0.414 -0.111 7.465
H2 0.310 -1.904 7.075
H3 0.675 -0.345 5.940
H4 -1.270 -1.638 4.696
H5 -2.760 0.515 6.689
H6 -3.530 -0.426 5.149
H7 -0.264 1.261 4.529
H8 -2.392 2.423 4.440
H9 -2.840 1.021 2.077
H10 -2.611 -0.784 2.779
H11 -0.866 0.619 0.690
H12 0.180 0.561 2.261
H13 0.366 -1.504 0.468
H14 -1.243 -2.194 1.167
C7 3.364 -3.955 -3.095
C8 1.912 -3.801 -3.504
O1 1.199 -2.979 -2.562
C9 1.170 -1.628 -2.591
C10 2.142 -0.899 -3.473
O2 0.410 -1.005 -1.850
H15 3.884 -2.994 -3.082
H16 3.890 -4.623 -3.784
H17 3.435 -4.365 -2.083
H18 1.797 -3.422 -4.524
H19 1.429 -4.784 -3.484
H20 3.019 -0.617 -2.885
H21 1.655 0.004 -3.853
H22 2.455 -1.466 -4.348
C11 -0.019 2.628 -1.822
C12 -0.156 4.032 -2.377
O3 0.644 4.196 -3.563
C13 0.249 3.851 -4.808
C14 -0.976 2.999 -4.972
O4 0.924 4.168 -5.787
H23 -0.377 1.877 -2.532
H24 -0.586 2.523 -0.893
H25 1.032 2.397 -1.622
H26 -1.197 4.315 -2.563
H27 0.231 4.746 -1.642
H28 -0.677 1.950 -5.049
H29 -1.486 3.298 -5.893
H30 -1.704 3.113 -4.172



(6)
A structure of composition C35H34IN4O3PS2V at a distorted geometry. Source: OMol25; level of theory: ωB97M-V with the def2-TZVPD basis set.

- HOMO-LUMO gap (spin up / spin down) (eV) = 5.88 / 6.82
- E_LUMO (spin up / spin down) (eV) = -0.1 / -0.2
- 2S+1 = 4
- energy relative to the best compared isomer or geometry (same formula, charge and spin) (kJ/mol) = 271.8
- max |F| (eV Å⁻¹) = 6.76

CARTESIAN COORDINATES (ANGSTROEM)
V1 0.132 0.444 0.737
I1 -2.445 2.544 2.339
C1 -2.372 0.872 3.640
C2 -3.018 1.039 4.834
C3 -3.120 -0.037 5.732
C4 -2.617 -1.255 5.385
C5 -1.961 -1.448 4.147
C6 -1.497 -2.736 3.795
C7 -0.833 -2.932 2.619
C8 -0.571 -1.835 1.780
C9 -1.000 -0.546 2.053
C10 -1.766 -0.351 3.245
H1 -3.465 1.991 5.083
H2 -3.622 0.107 6.681
H3 -2.711 -2.102 6.056
H4 -1.686 -3.560 4.473
H5 -0.503 -3.926 2.336
H6 0.001 -2.028 0.871
C11 5.258 -0.255 1.302
O1 3.924 -0.551 1.718
C12 2.898 -0.092 1.013
O2 1.792 -0.065 1.540
N1 3.157 0.346 -0.241
N2 2.075 0.808 -1.006
H7 5.881 -0.433 2.173
H8 5.347 0.786 0.992
H9 5.581 -0.921 0.498
H10 3.956 -0.038 -0.720
H11 1.597 0.056 -1.523
H12 2.408 1.498 -1.667
C13 1.258 6.107 -0.818
N3 1.014 4.741 -1.268
N4 0.849 3.790 -0.258
C14 -0.156 2.911 -0.632
O3 -0.425 1.862 -0.004
C15 -0.688 3.403 -1.853
C16 0.021 4.503 -2.199
C17 -0.151 5.397 -3.374
C18 1.866 3.580 0.689
C19 1.543 3.143 1.972
C20 2.552 2.943 2.902
C21 3.876 3.203 2.583
C22 4.191 3.661 1.308
C23 3.198 3.841 0.363
H13 1.996 6.095 -0.022
H14 0.344 6.577 -0.443
H15 1.649 6.680 -1.656
H16 -1.472 2.917 -2.411
H17 -0.818 4.920 -4.088
H18 0.803 5.597 -3.860
H19 -0.588 6.351 -3.072
H20 0.508 2.993 2.255
H21 2.294 2.600 3.895
H22 4.657 3.062 3.318
H23 5.220 3.878 1.048
H24 3.456 4.176 -0.635
S1 -2.009 -1.077 -4.642
P1 -1.536 -1.977 -2.967
S2 -0.402 -0.922 -1.675
C24 -3.011 -2.639 -2.104
C25 -4.118 -2.993 -2.868
C26 -5.199 -3.622 -2.270
C27 -5.179 -3.897 -0.909
C28 -4.086 -3.518 -0.142
C29 -3.004 -2.887 -0.737
C30 -0.590 -3.531 -3.264
C31 0.002 -4.208 -2.201
C32 0.757 -5.346 -2.434
C33 0.928 -5.814 -3.731
C34 0.328 -5.150 -4.789
C35 -0.432 -4.010 -4.557
H25 -4.123 -2.762 -3.926
H26 -6.061 -3.896 -2.866
H27 -6.019 -4.399 -0.446
H28 -4.077 -3.709 0.924
H29 -2.165 -2.563 -0.134
H30 -0.126 -3.834 -1.193
H31 1.218 -5.869 -1.605
H32 1.532 -6.694 -3.915
H33 0.453 -5.519 -5.800
H34 -0.901 -3.477 -5.374



| no. | calculated total energy (eV) |
| --- | --- |
| 1 | -15128.7981 |
| 2 | -8454.5775 |
| 3 | -25009.6294 |
| 4 | -9460.7699 |
| 5 | -46309.2176 |
| 6 | -113696.6170 |